ORCA calculation (the ωB97M-V functional and the def2-TZVPD basis) on a structure of composition C40H47BBrF4O6PS3SbW.

Results
Energy relative to the best compared isomer or geometry (same formula, charge and spin)   48.6 kJ/mol
Highest occupied orbital energy   -0.4046 Eh
Energy   -186277.8023 eV
Gap between HOMO and LUMO   0.2541 Eh
Charge   +1
Largest force on an atom   0.6 eV Å⁻¹

Each line ends with the Mulliken charge.
Positions of all 105 atoms, in Å:
W: -0.3447 1.0735 0.9070  0.192
O: -2.6397 3.7508 0.1585  -0.565
C: -2.8055 2.5670 0.1905  -1.060
O: -2.1676 1.7790 1.0938  -0.146
C: -3.7326 1.8529 -0.7723  0.661
C: -4.3259 0.5374 -0.2452  0.045
C: -5.4602 0.0820 -1.1710  -0.896
C: -4.6630 -0.4689 -2.3805  -1.123
C: -3.2280 -0.1815 -1.9345  0.018
O: -3.2794 -0.4025 -0.5244  -0.227
C: -2.9627 1.3414 -2.0374  -0.225
C: -1.4790 1.6247 -2.0435  -0.540
O: -0.8822 2.0934 -2.9597  -0.586
O: -0.8506 1.1940 -0.9150  1.399
H: -4.4890 2.5799 -1.0595  0.683
H: -4.5534 0.5315 0.8162  -0.028
H: -6.0523 -0.6993 -0.6977  0.335
H: -6.1294 0.9000 -1.4331  0.425
H: -4.8131 -1.5409 -2.4965  0.349
H: -4.9112 0.0151 -3.3235  0.410
H: -2.4569 -0.8050 -2.3839  0.670
H: -3.3710 1.7623 -2.9523  0.597
S: 2.1699 1.3116 -1.2392  -0.438
P: 1.8115 3.1879 -0.7525  1.277
S: 0.5475 3.2728 0.9066  -0.493
C: 1.0997 4.2329 -2.0337  0.493
C: 1.8067 4.3377 -3.2311  -0.619
C: 1.3111 5.1329 -4.2484  -0.698
C: 0.1186 5.8248 -4.0712  -0.531
C: -0.5788 5.7233 -2.8779  -0.738
C: -0.0917 4.9237 -1.8523  -0.253
C: 3.2954 4.0575 -0.2164  0.926
C: 4.5110 3.3915 -0.1282  -0.525
C: 5.6415 4.0835 0.2841  -0.734
C: 5.5498 5.4266 0.6168  -0.460
C: 4.3318 6.0905 0.5304  -0.691
C: 3.2035 5.4109 0.1076  -0.574
H: 2.7349 3.7948 -3.3659  0.437
H: 1.8537 5.2161 -5.1805  0.424
H: -0.2659 6.4459 -4.8694  0.408
H: -1.5059 6.2634 -2.7400  0.478
H: -0.6466 4.8384 -0.9270  0.384
H: 4.5643 2.3397 -0.3766  0.312
H: 6.5920 3.5709 0.3483  0.428
H: 6.4312 5.9630 0.9425  0.405
H: 4.2657 7.1391 0.7875  0.414
H: 2.2565 5.9316 0.0226  0.374
Br: -0.3566 2.0211 3.3768  -0.292
O: -0.2813 -0.9613 0.2590  -0.722
S: 0.4717 -1.4173 -1.0485  0.701
C: 2.1091 -1.9128 -0.4904  -0.565
C: 2.8017 -2.6333 -1.6192  -0.028
C: 2.8943 -2.0629 -2.8868  0.050
C: 3.5270 -2.7493 -3.9142  -0.957
C: 4.0810 -3.9988 -3.6793  -0.482
C: 4.0014 -4.5648 -2.4131  -0.807
C: 3.3570 -3.8881 -1.3903  -0.204
C: -0.3323 -3.0100 -1.3858  -1.402
C: 0.0680 -4.1966 -0.5607  0.479
C: 0.5067 -5.3537 -1.1932  -0.427
C: 0.8759 -6.4641 -0.4473  -0.813
C: 0.8223 -6.4199 0.9382  -0.676
C: 0.3912 -5.2641 1.5765  -1.287
C: 0.0086 -4.1620 0.8288  0.703
H: 1.9835 -2.5485 0.3830  0.513
H: 2.6002 -0.9787 -0.2136  0.648
H: 2.4919 -1.0735 -3.0737  0.358
H: 3.5945 -2.3003 -4.8960  0.449
H: 4.5797 -4.5289 -4.4796  0.432
H: 4.4413 -5.5347 -2.2230  0.450
H: 3.2799 -4.3363 -0.4064  0.457
H: -0.1488 -3.1832 -2.4472  0.643
H: -1.3852 -2.7444 -1.2629  0.100
H: 0.5714 -5.3831 -2.2742  0.423
H: 1.2125 -7.3610 -0.9494  0.436
H: 1.1144 -7.2833 1.5205  0.440
H: 0.3526 -5.2256 2.6580  0.494
H: -0.3151 -3.2543 1.3197  0.433
C: -3.2442 -2.9472 1.1949  -0.660
C: -2.5778 -2.5727 2.5077  -1.115
Sb: -1.5514 -0.6986 2.8574  0.363
C: 0.0541 -1.3837 4.0832  0.119
C: -0.2806 -1.3281 5.5709  -1.282
C: -3.0191 0.0820 4.1972  -0.837
C: -4.3320 0.4530 3.5202  -1.016
H: -3.6403 -3.9612 1.2740  0.514
H: -2.5457 -2.9229 0.3622  -0.136
H: -4.0618 -2.2737 0.9509  0.238
H: -1.8374 -3.3191 2.7991  0.591
H: -3.3172 -2.5538 3.3130  0.816
H: 0.9041 -0.7528 3.8421  -0.119
H: 0.2776 -2.4021 3.7587  0.308
H: -0.5180 -0.3112 5.8838  0.298
H: 0.5792 -1.6588 6.1545  0.409
H: -1.1226 -1.9728 5.8277  0.344
H: -2.5728 0.9285 4.7086  0.594
H: -3.1579 -0.7209 4.9248  0.418
H: -4.2087 1.3296 2.8848  0.102
H: -5.0810 0.6932 4.2756  0.501
H: -4.7278 -0.3672 2.9159  0.267
F: 4.1282 0.3702 1.6277  -0.146
B: 3.4716 0.8916 2.6491  0.354
F: 3.1599 0.1198 3.6765  -0.200
F: 3.2366 2.1817 2.7047  -0.126
F: 1.2565 0.3729 1.6572  0.461

***

ORCA calculation (the ωB97M-V functional and the def2-TZVPD basis) on a structure of composition C40H47CdN4O2SSe.

Results
Highest occupied orbital energy   -0.1021 Eh
Energy   -133042.1380 eV
Gap between HOMO and LUMO   0.1398 Eh
Charge   -1
Largest force on an atom   5.5 eV Å⁻¹

Each line ends with the Mulliken charge.
Positions of all 96 atoms, in Å:
Cd: 1.3089 1.9855 -0.4741  2.988
C: -6.3134 1.0328 0.1417  -1.612
C: -5.2871 0.2735 1.0109  1.656
C: -5.6734 -1.2201 1.0837  -1.473
C: -5.3714 0.8484 2.4461  -1.766
C: -3.8804 0.4119 0.3871  -0.397
C: -2.8036 1.0058 1.0712  -0.305
C: -1.5512 1.1083 0.4749  -0.286
Se: -0.1061 1.9196 1.4419  -0.302
C: 0.5119 0.1885 1.9865  0.648
C: -0.0729 -0.4421 3.0780  -0.770
C: 0.3542 -1.7144 3.4926  -0.792
C: 1.4020 -2.3259 2.7647  0.158
C: 2.0182 -1.7069 1.6463  -0.242
C: 1.5382 -0.4208 1.2698  0.221
O: 2.0321 0.2623 0.2247  -2.095
C: 3.1611 -2.4764 0.9231  2.161
C: 3.7751 -1.7301 -0.2850  -1.641
C: 2.6177 -3.8234 0.3931  -1.644
C: 4.3112 -2.7403 1.9228  -1.643
C: -0.3312 -2.3836 4.7055  1.992
C: -1.8369 -2.5617 4.4085  -1.452
C: -0.1526 -1.4933 5.9548  -1.648
C: 0.2492 -3.7794 5.0383  -2.021
C: -1.3247 0.6250 -0.8125  0.497
O: -0.0817 0.7602 -1.3000  -1.683
C: -2.3781 0.0176 -1.5517  -0.369
C: -3.6429 -0.0703 -0.9186  0.143
C: -2.2423 -0.5528 -2.9924  2.058
C: -2.5898 -2.0595 -2.9815  -1.669
C: -0.8289 -0.4190 -3.6068  -1.602
C: -3.2170 0.1951 -3.9315  -1.583
H: -7.3346 0.9447 0.5721  0.445
H: -6.3540 0.6325 -0.8923  0.278
H: -6.0497 2.1112 0.0864  0.320
H: -6.6844 -1.3433 1.5292  0.454
H: -4.9446 -1.7771 1.7117  0.236
H: -5.6954 -1.6897 0.0786  0.273
H: -6.3970 0.7286 2.8581  0.398
H: -5.1335 1.9341 2.4536  0.357
H: -4.6730 0.3164 3.1282  0.200
H: -2.9082 1.3969 2.0715  0.491
H: -0.8701 0.0720 3.5971  0.290
H: 1.7507 -3.2990 3.0611  0.403
H: 3.0131 -1.5502 -1.0737  0.189
H: 4.5835 -2.3356 -0.7501  0.478
H: 4.2338 -0.7682 0.0299  0.167
H: 1.7950 -3.6476 -0.3335  0.294
H: 2.2277 -4.4670 1.2077  0.274
H: 3.4198 -4.3975 -0.1199  0.453
H: 4.7170 -1.7788 2.3054  0.317
H: 5.1393 -3.2981 1.4337  0.440
H: 3.9799 -3.3450 2.7914  0.247
H: -2.3376 -1.5895 4.2188  0.188
H: -2.3539 -3.0392 5.2692  0.441
H: -1.9805 -3.2057 3.5139  0.335
H: -0.6037 -0.4896 5.8125  0.286
H: 0.9270 -1.3602 6.1831  0.350
H: -0.6425 -1.9548 6.8396  0.420
H: 0.1186 -4.4782 4.1839  0.358
H: -0.2722 -4.2232 5.9144  0.404
H: 1.3290 -3.7100 5.2931  0.375
H: -4.4630 -0.5257 -1.4504  0.374
H: -1.8911 -2.6109 -2.3155  0.320
H: -2.5105 -2.4898 -4.0036  0.439
H: -3.6243 -2.2471 -2.6287  0.263
H: -0.0778 -0.9784 -3.0085  0.238
H: -0.5300 0.6477 -3.6942  0.114
H: -0.8060 -0.8453 -4.6337  0.493
H: -4.2729 0.0858 -3.6104  0.253
H: -3.1480 -0.2005 -4.9682  0.448
H: -2.9730 1.2793 -3.9552  0.265
S: 5.7729 4.7687 -5.6567  0.084
N: 4.1249 4.6425 -5.6939  -0.688
C: 3.8508 4.0652 -4.4963  0.826
C: 2.5554 3.7502 -4.0585  0.339
C: 1.3324 4.0120 -4.8556  -0.865
C: 0.1272 3.6754 -4.3542  -0.707
C: 0.0316 3.0451 -3.0077  -0.444
N: 1.1567 2.8283 -2.3267  0.298
C: 2.4016 3.1544 -2.7980  -0.237
C: 3.5191 2.8759 -1.9850  -0.364
N: 3.3057 2.2928 -0.7632  0.372
C: 4.2852 1.9852 0.0870  -0.255
C: 5.6891 2.2897 -0.3076  -0.702
C: 5.9436 2.8631 -1.5006  -0.843
C: 4.8187 3.1862 -2.4118  0.381
C: 4.9851 3.7826 -3.6710  0.815
N: 6.1905 4.1278 -4.1910  -0.697
H: 1.3995 4.4713 -5.8370  0.443
H: -0.7733 3.8628 -4.9295  0.425
H: -0.9403 2.7738 -2.6037  0.681
H: 4.0804 1.5228 1.0492  0.592
H: 6.5051 2.0495 0.3660  0.416
H: 6.9675 3.0841 -1.7859  0.442
H: 1.3737 3.6715 0.0136  -0.209

***

ORCA calculation (the ωB97M-V functional and the def2-TZVPD basis) on a cluster of 5 separate species, C40H47ClN4O20PS2 in total.

Results
Highest occupied orbital energy   -0.4011 Eh
Energy   -132620.0113 eV
Gap between HOMO and LUMO   0.2532 Eh
Charge   +1
Largest force on an atom   3.9 eV Å⁻¹

Each line ends with the Mulliken charge.
Positions of all 115 atoms, in Å:
C: 3.4119 5.2538 -1.3279  -1.240
C: 1.9839 4.7509 -0.9023  -0.204
C: 1.7898 3.2009 -0.9206  -0.649
N: 1.9579 2.5720 -2.2730  0.644
C: 1.9175 1.1275 -2.0123  -2.397
C: 1.8651 0.3434 -3.3800  1.146
S: 3.4883 0.7919 -4.2222  -0.270
C: 1.9790 -1.2017 -3.0247  -1.260
C: 3.3775 -1.6803 -2.5087  -0.359
S: 4.3647 -2.5839 -3.8087  -0.137
C: 6.0223 -2.5944 -3.0692  0.500
N: 6.9083 -3.5635 -3.3344  -0.240
N: 8.0526 -3.2448 -2.6560  -0.400
C: 7.8147 -2.1164 -2.0069  -0.043
O: 6.5325 -1.6393 -2.2002  -0.218
N: 0.6711 0.6825 -4.2463  1.016
O: -0.3384 -0.2016 -3.9051  -0.453
C: -1.1165 0.0318 -2.7409  0.235
C: -2.6349 0.2149 -3.1726  -0.814
O: -3.1124 -1.0808 -3.5541  -0.356
C: -4.1911 -1.5138 -2.7133  -0.231
C: -5.5405 -0.7418 -2.9713  -0.883
P: 1.1205 -0.0477 -5.9200  0.406
C: 1.8056 1.1745 -7.1156  -1.078
O: -0.3777 -0.4948 -6.5754  -0.459
C: 0.3185 2.1291 -4.2750  -1.013
C: 1.0369 3.0984 -3.2557  0.724
Cl: 1.9815 4.3702 -4.2299  -0.155
H: 4.0470 5.5603 -0.4535  0.350
H: 3.9519 4.5706 -2.0292  0.263
H: 3.2553 6.2075 -1.9079  0.273
H: 1.1742 5.2541 -1.4933  0.250
H: 1.8173 5.0816 0.1628  0.493
H: 0.7922 2.9211 -0.4674  0.108
H: 2.5851 2.7339 -0.2782  0.424
H: 1.1425 0.7942 -1.2616  0.329
H: 2.9034 0.8583 -1.5407  0.706
H: 4.3577 1.0974 -3.2069  0.235
H: 1.6610 -1.8947 -3.8373  0.735
H: 1.2562 -1.3754 -2.1756  0.133
H: 3.1769 -2.4605 -1.7219  0.364
H: 4.0071 -0.9057 -2.0150  0.356
H: 8.6225 -1.6766 -1.3911  0.397
H: -0.8736 0.9005 -2.0840  -0.110
H: -1.1052 -0.8811 -2.0872  0.309
H: -2.6852 0.8579 -4.0949  0.027
H: -3.2493 0.6591 -2.3439  0.546
H: -4.4195 -2.6012 -2.8766  0.337
H: -3.8508 -1.4309 -1.6448  0.276
H: -6.2592 -0.9012 -2.1313  0.336
H: -6.0012 -1.0625 -3.9412  0.274
H: -5.3472 0.3643 -3.0134  0.219
H: 2.0323 2.2053 -6.7415  0.313
H: 1.1345 1.2247 -8.0217  0.453
H: 2.7812 0.7688 -7.5043  0.329
H: -0.6332 0.2866 -7.1113  0.297
H: -0.7828 2.3293 -4.1390  0.119
H: 0.4839 2.6190 -5.2748  0.601
H: 0.2642 3.7108 -2.7147  -0.432
C: 4.8370 -6.6869 0.6169  -0.812
C: 4.3747 -5.8019 -0.2728  0.200
C: 3.2761 -4.8484 0.0760  1.082
O: 2.8939 -4.0412 -0.7584  -0.574
C: 2.6974 -4.9258 1.4118  -0.981
C: 3.1564 -5.8121 2.2999  0.329
C: 4.2724 -6.7480 1.9647  0.805
O: 4.6704 -7.5255 2.8100  -0.602
O: 2.6338 -5.9012 3.5370  -0.471
O: 4.8782 -5.7299 -1.5190  -0.585
H: 5.6319 -7.3805 0.3797  0.462
H: 1.8921 -4.2426 1.6458  0.437
H: 3.1361 -6.6116 3.9827  0.341
H: 4.3838 -5.0167 -1.9664  0.214
C: -0.6424 -1.2932 5.7566  -0.937
C: -0.0077 -1.2612 4.5827  0.302
C: 0.5578 -2.4985 3.9672  1.199
O: 1.1147 -2.4278 2.8824  -0.600
C: 0.4242 -3.7549 4.6993  -0.944
C: -0.2082 -3.7888 5.8773  0.390
C: -0.7986 -2.5544 6.4808  1.046
O: -1.3820 -2.6313 7.5456  -0.635
O: -0.3424 -4.9311 6.5714  -0.571
O: 0.1527 -0.1103 3.8947  -0.586
H: -1.0580 -0.4057 6.2122  0.344
H: 0.8538 -4.6387 4.2500  0.427
H: -0.8341 -4.6903 7.3802  0.347
H: 0.6389 -0.3582 3.0866  0.298
C: -5.0895 -0.1917 5.4595  -0.985
C: -6.3951 -0.2138 5.7469  0.378
C: -6.9000 0.1202 7.1146  0.892
O: -8.0970 0.1057 7.3258  -0.599
C: -5.9185 0.4480 8.1469  -0.867
C: -4.6130 0.4664 7.8598  0.350
C: -4.1118 0.1592 6.4853  0.915
O: -2.9135 0.2053 6.2607  -0.583
O: -3.6918 0.7622 8.7936  -0.587
O: -7.3141 -0.5354 4.8218  -0.567
H: -4.7122 -0.4290 4.4743  0.455
H: -6.2941 0.6704 9.1361  0.434
H: -2.8302 0.7088 8.3392  0.343
H: -8.1763 -0.4760 5.2780  0.353
C: -4.2743 5.5792 -0.4627  -0.790
C: -3.7058 4.5792 -1.1409  0.238
C: -2.3532 4.0576 -0.7777  0.916
O: -1.8796 3.1252 -1.4176  -0.295
C: -1.6474 4.6894 0.3290  -1.019
C: -2.2127 5.6949 1.0095  0.390
C: -3.5780 6.2002 0.6645  0.789
O: -4.0607 7.1009 1.3182  -0.573
O: -1.5829 6.2921 2.0276  -0.568
O: -4.3264 3.9925 -2.1846  -0.631
H: -5.2531 5.9636 -0.7147  0.457
H: -0.6628 4.3140 0.5700  0.470
H: -2.1978 6.9805 2.3506  0.358
H: -3.7138 3.3033 -2.4997  0.280

***

ORCA calculation (the ωB97M-V functional and the def2-TZVPD basis) on a structure of composition C40H47CsIN4O3SbSe3Te.

Results
Energy relative to the best compared isomer or geometry (same formula, charge and spin)   162.3 kJ/mol
Highest occupied orbital energy   -0.0195 Eh
Energy   -272861.9665 eV
Gap between HOMO and LUMO   0.1493 Eh
Charge   -2
Largest force on an atom   3.1 eV Å⁻¹

Each line ends with the Mulliken charge.
Positions of all 101 atoms, in Å:
Cs: 2.3428 -0.9864 1.8582  0.765
C: -2.6699 -2.1474 1.8592  -1.015
C: -2.1448 -2.2876 3.2376  0.648
N: -2.8233 -2.9784 4.1104  -0.729
C: -2.2986 -3.2021 5.3116  -0.623
C: -1.1444 -2.6119 5.7621  1.000
C: -0.6483 -3.0329 7.1021  -0.862
O: -0.6538 -4.4414 7.1050  -0.531
C: -0.3652 -1.7521 4.9781  0.047
C: 0.9187 -1.0592 5.4739  -0.985
N: 1.2208 0.1673 5.6254  -0.449
C: 0.5036 1.3206 5.4273  0.530
C: -0.8810 1.4661 5.5861  -0.160
C: -1.3540 2.7751 5.9057  -0.578
C: -0.4750 3.7794 6.2399  -0.391
C: 0.8894 3.6991 5.9112  -0.543
C: 1.3157 2.5263 5.2525  -0.452
I: 3.1336 2.1626 4.4039  0.133
C: -0.8705 -1.6014 3.5870  0.524
O: -0.2831 -0.8562 2.7357  -0.993
H: -3.6619 -2.5914 1.7973  0.411
H: -2.0516 -2.7635 1.1215  0.151
H: -2.6881 -1.0964 1.4706  0.136
H: -2.8784 -3.7331 6.0457  0.381
H: -1.3324 -2.6286 7.8523  0.326
H: 0.3281 -2.5745 7.2174  0.388
H: -0.8239 -4.7689 8.0357  0.324
H: 1.6452 -1.8027 5.7642  0.675
H: -1.4731 0.5698 5.5404  0.495
H: -2.4084 2.9892 5.9449  0.423
H: -0.7750 4.6585 6.8508  0.301
H: 1.5274 4.4861 6.2853  0.437
N: -2.9745 4.2175 1.2936  -0.496
C: -1.6404 4.7800 1.7463  -0.828
C: -0.3852 3.9181 1.2260  0.367
C: 0.4932 4.6313 0.1278  -1.067
C: 1.4053 3.6519 -0.7128  -0.222
N: 1.9066 2.5120 -0.0711  0.217
H: -3.6896 4.9268 1.3835  0.211
H: -3.1533 3.4569 1.9545  0.210
H: -1.5463 4.9241 2.8454  0.230
H: -1.5844 5.7568 1.2834  0.459
H: -0.7628 2.8994 0.9120  0.143
H: 0.2115 3.7010 2.1063  0.030
H: 1.1626 5.3041 0.6152  0.345
H: -0.1261 5.1821 -0.5568  0.381
H: 2.2396 4.3661 -0.9594  0.280
H: 0.9318 3.4493 -1.7050  0.026
H: 2.2212 2.6906 0.8603  0.047
H: 2.6611 1.9804 -0.5552  -0.237
Se: 3.9378 0.8055 -2.1207  -0.697
Se: 4.6785 -0.8162 -0.8177  -0.180
Te: 6.2106 0.1978 0.9201  -0.184
Se: 5.9878 -1.6214 2.5752  -0.715
C: -0.5544 -3.5985 -7.1426  -0.477
C: -1.5428 -2.7088 -6.7396  -0.604
C: -1.3047 -1.5551 -5.9482  -0.177
C: 0.0402 -1.3488 -5.5498  -0.112
C: 1.0321 -2.1833 -6.0857  -0.409
C: 0.7892 -3.2743 -6.8952  -0.622
Sb: 0.5200 0.3803 -4.3982  0.925
C: -1.4904 1.0980 -3.6774  0.351
C: -1.7464 1.3342 -2.3035  -0.759
C: -3.0236 1.7670 -1.9060  -0.301
C: -4.0613 2.0111 -2.8050  -0.724
C: -3.7926 1.8005 -4.1664  -0.770
C: -2.5063 1.3468 -4.6240  -0.189
C: 0.5706 1.7401 -6.1761  -0.036
C: 1.0938 1.3315 -7.4061  -0.304
C: 1.0688 2.2137 -8.5278  -0.565
C: 0.4251 3.4400 -8.3780  -0.352
C: -0.1243 3.8226 -7.1124  -0.598
C: 0.0109 3.0062 -6.0261  -0.223
H: -0.8124 -4.5369 -7.5472  0.413
H: -2.5807 -2.8427 -7.0359  0.321
H: -2.1266 -0.9482 -5.6277  0.442
H: 2.0220 -1.8789 -5.8078  0.493
H: 1.6314 -3.7971 -7.3325  0.368
H: -0.9625 1.2240 -1.5864  0.529
H: -3.0694 1.8882 -0.8296  0.306
H: -5.0287 2.3123 -2.4833  0.430
H: -4.5971 2.0233 -4.8526  0.323
H: -2.3264 1.0797 -5.6906  0.476
H: 1.5452 0.3830 -7.5406  0.441
H: 1.5485 1.9673 -9.4684  0.376
H: 0.3388 4.1772 -9.1898  0.304
H: -0.5498 4.8106 -7.1119  0.365
H: -0.2871 3.3584 -5.0083  0.304
C: 2.2826 -5.9494 2.4255  -0.461
C: 3.1982 -6.4144 1.3439  -0.580
C: 2.7210 -5.5607 0.1607  -0.491
O: 2.5015 -4.2718 0.7333  -0.218
C: 1.9547 -4.4980 2.0394  -0.264
H: 2.7346 -6.0101 3.4100  0.312
H: 1.3013 -6.4896 2.3558  0.245
H: 2.9767 -7.5004 1.2014  0.272
H: 4.2344 -6.2621 1.5733  0.343
H: 1.7946 -5.9830 -0.2041  0.285
H: 3.5559 -5.4962 -0.5996  0.310
H: 0.8951 -4.2596 2.0743  0.109
H: 2.3946 -3.7458 2.7168  0.086